# 1
2 unconnected molecules or ions with the total composition C4H13N5O3S2 in a non-equilibrium geometry. Source: the OMol25 dataset; level of theory: ωB97M-V/def2-TZVPD.

Values from the calculation:
Kohn-Sham gap   8.02 eV

```
! RIJCOSX wB97M-V def2-TZVPD def2/J DEFGRID3
* xyz 0 1
C 0.114 -2.310 1.281
O -0.688 -1.149 1.041
C -1.184 -1.074 -0.215
N -0.526 -0.728 -1.252
O 0.817 -0.527 -0.957
S -2.870 -1.552 -0.457
C -3.608 -0.828 1.027
H 0.998 -2.300 0.643
H -0.471 -3.219 1.102
H 0.407 -2.263 2.331
H 1.176 -0.269 -1.816
H -3.697 0.257 0.936
H -4.605 -1.263 1.129
H -3.011 -1.081 1.904
N 0.865 0.000 1.256
N 2.002 0.642 0.645
C 1.662 1.281 -0.418
N 2.694 1.785 -1.216
O 2.518 3.147 -1.536
N 0.362 1.454 -0.841
S -0.082 1.723 -2.459
H 1.202 -0.916 1.538
H 0.713 0.494 2.135
H 3.559 1.707 -0.688
H 2.416 3.128 -2.498
H -0.260 0.868 -0.290
H -0.503 2.993 -2.326
*
```

List of natural (NBO) charges in e, atom by atom: -0.2916 -0.5183 0.3319 -0.2116 -0.5748 0.2525 -0.7455 0.2047 0.2059 0.2010 0.4869 0.2203 0.2329 0.2326 -0.6846 -0.4139 0.5331 -0.3600 -0.5653 -0.8019 0.1682 0.3475 0.3568 0.3785 0.4740 0.4218 0.1186

---

# 2
2 unconnected molecules or ions with the total composition C4H13NO in a non-equilibrium geometry. Source: the OMol25 dataset; level of theory: ωB97M-V/def2-TZVPD.

Values from the calculation:
Energy above the lowest of the compared OMol25 structures with the same formula, charge and spin   145.2 kJ/mol
Kohn-Sham gap   9.88 eV

```
! RIJCOSX wB97M-V def2-TZVPD def2/J DEFGRID3
* xyz 0 1
C -1.165 -1.730 0.677
N -0.992 -0.300 0.510
C 0.666 0.271 0.416
C 0.708 1.773 0.519
C 1.469 -0.303 -0.723
H -0.646 -2.247 -0.129
H -2.221 -2.003 0.621
H -0.760 -2.093 1.628
H -1.466 0.209 1.251
H 0.989 -0.181 1.360
H 1.711 2.079 0.835
H 0.001 2.142 1.260
H 0.490 2.240 -0.434
H 1.357 -1.384 -0.797
H 1.192 0.156 -1.672
H 2.526 -0.112 -0.534
O -1.150 0.899 -1.685
H -1.340 0.293 -2.408
H -1.369 0.291 -0.695
*
```

List of natural (NBO) charges in e, atom by atom: -0.4159 -0.6507 0.0375 -0.6459 -0.6506 0.2003 0.2092 0.1785 0.3720 0.1792 0.2181 0.2099 0.2499 0.2096 0.2479 0.2208 -1.0889 0.4458 0.4734

---

# 3
A molecular structure, C4H13NO in a non-equilibrium geometry. Source: the OMol25 dataset; level of theory: ωB97M-V/def2-TZVPD.

Values from the calculation:
Energy above the lowest of the compared OMol25 structures with the same formula, charge and spin   512.0 kJ/mol
Kohn-Sham gap (spin up / spin down)   9.14 / 9.14 eV

```
! RIJCOSX wB97M-V def2-TZVPD def2/J DEFGRID3
* xyz 0 1
C -0.878 -2.102 -0.492
C 1.559 -1.885 -0.155
N 0.368 -1.474 -0.863
O 0.237 0.390 -0.647
H 0.502 -1.145 -1.866
H -1.075 -1.889 0.560
H 1.428 -1.654 0.904
H -1.691 -1.683 -1.084
H -0.852 -3.191 -0.633
H 1.768 -2.956 -0.284
H 2.409 -1.309 -0.518
C 0.075 2.425 0.143
C -0.976 2.340 1.222
H -1.969 2.198 0.791
H -0.782 1.482 1.866
H 1.095 2.434 0.508
H -0.086 3.255 -0.553
H -0.138 1.511 -0.726
H -0.995 3.253 1.828
*
```

List of natural (NBO) charges in e, atom by atom: -0.4071 -0.4078 -0.3885 -0.7669 0.4304 0.2029 0.2032 0.2183 0.1830 0.1820 0.2207 -0.4017 -0.6248 0.2064 0.2122 0.2062 0.1931 0.3302 0.2081

---

# 4
2 unconnected molecules or ions with the total composition C4H13NO in a non-equilibrium geometry. Source: the OMol25 dataset; level of theory: ωB97M-V/def2-TZVPD.

Values from the calculation:
Energy above the lowest of the compared OMol25 structures with the same formula, charge and spin   95.5 kJ/mol
Kohn-Sham gap   10.65 eV

```
! RIJCOSX wB97M-V def2-TZVPD def2/J DEFGRID3
* xyz 0 1
C -1.423 -3.159 -0.774
C -0.993 -1.736 -1.045
O 0.360 -1.635 -0.612
C 0.977 -0.385 -0.695
C 1.469 -0.064 -2.125
H -2.263 -3.373 -1.439
H -1.716 -3.292 0.260
H -0.654 -3.873 -1.074
H -0.980 -1.479 -2.106
H -1.617 -0.999 -0.524
H 0.381 0.397 -0.208
H 1.904 -0.485 -0.131
H 2.520 -0.329 -2.156
H 0.845 -0.499 -2.903
H 1.425 1.024 -2.256
N 0.246 4.947 4.319
H -0.079 5.903 4.460
H -0.457 4.471 3.761
H 0.057 4.567 5.249
*
```

List of natural (NBO) charges in e, atom by atom: -0.6222 -0.0587 -0.5460 -0.0587 -0.6443 0.2067 0.2117 0.2218 0.1577 0.1619 0.1582 0.1827 0.2116 0.2115 0.2061 -1.0501 0.3510 0.3516 0.3475

---

# 5
2 unconnected molecules or ions with the total composition C4H13NO in a non-equilibrium geometry. Source: the OMol25 dataset; level of theory: ωB97M-V/def2-TZVPD.

Values from the calculation:
Energy above the lowest of the compared OMol25 structures with the same formula, charge and spin   104.8 kJ/mol
Kohn-Sham gap   9.43 eV

```
! RIJCOSX wB97M-V def2-TZVPD def2/J DEFGRID3
* xyz 0 1
C 0.785 0.730 -1.328
C 0.177 -0.442 -0.500
C 1.103 -1.669 -0.693
C 0.082 -0.143 1.010
N -1.156 -0.605 1.577
H 0.649 1.698 -0.862
H 0.291 0.740 -2.300
H 1.826 0.450 -1.483
H -0.780 -0.765 -0.873
H 0.535 -2.553 -0.357
H 1.277 -1.871 -1.737
H 2.007 -1.648 -0.089
H 0.242 0.952 1.117
H 1.009 -0.311 1.574
H -1.255 -0.956 2.507
H -1.882 -0.771 0.909
O -1.304 2.435 0.256
H -1.735 1.635 0.594
H -1.869 3.094 0.679
*
```

List of natural (NBO) charges in e, atom by atom: -0.6154 -0.2195 -0.6009 -0.2358 -0.8937 0.2320 0.2082 0.1993 0.1876 0.2023 0.2023 0.2041 0.1784 0.1930 0.3874 0.3708 -0.9400 0.4730 0.4670

---

# 6
2 unconnected molecules or ions with the total composition C4H13NO in a non-equilibrium geometry. Source: the OMol25 dataset; level of theory: ωB97M-V/def2-TZVPD.

Values from the calculation:
Energy above the lowest of the compared OMol25 structures with the same formula, charge and spin   145.0 kJ/mol
Kohn-Sham gap (spin up / spin down)   12.22 / 5.26 eV

```
! RIJCOSX wB97M-V def2-TZVPD def2/J DEFGRID3
* xyz 1 2
C 0.034 0.019 -0.610
C -0.337 -0.001 -2.095
C -0.352 1.418 -2.661
N -0.015 -1.327 -0.024
H 1.046 0.402 -0.477
H -0.654 0.673 -0.066
H -1.321 -0.463 -2.216
H 0.377 -0.600 -2.666
H -1.158 2.031 -2.252
H 0.599 1.931 -2.514
H -0.500 1.343 -3.732
H -0.965 -1.641 0.157
H 0.328 -1.984 -0.723
H 0.507 -1.041 1.591
C 0.172 0.590 2.720
O 0.542 -0.734 2.554
H -0.932 0.643 2.687
H 0.476 0.875 3.726
H 0.605 1.263 1.980
*
```

List of natural (NBO) charges in e, atom by atom: -0.2354 -0.4089 -0.6090 -0.7484 0.2073 0.1967 0.2130 0.2150 0.2153 0.2143 0.2376 0.3916 0.4075 0.5046 -0.3130 -0.2661 0.2874 0.2645 0.2260

---

# 7
3 unconnected molecules or ions with the total composition C4H13NO2 in a non-equilibrium geometry. Source: the OMol25 dataset; level of theory: ωB97M-V/def2-TZVPD.

Values from the calculation:
Energy above the lowest of the compared OMol25 structures with the same formula, charge and spin   67.1 kJ/mol
Kohn-Sham gap   8.54 eV

```
! RIJCOSX wB97M-V def2-TZVPD def2/J DEFGRID3
* xyz 0 1
C -0.946 1.124 0.139
C -0.827 -0.364 0.325
C 0.157 -0.890 1.345
C -1.692 -1.219 -0.249
N -2.545 -0.875 -1.274
H -0.744 1.573 -0.836
H -0.257 1.613 0.816
H -1.908 1.486 0.522
H 1.201 -0.657 1.120
H 0.045 -1.965 1.452
H 0.041 -0.377 2.306
H -1.601 -2.261 0.041
H -3.129 -1.515 -1.766
H -2.758 0.108 -1.339
O 3.213 1.455 0.836
H 2.842 1.305 -0.048
H 4.094 1.795 0.655
O 1.726 0.238 -1.468
H 2.046 -0.621 -1.766
H 1.043 0.048 -0.810
*
```

List of natural (NBO) charges in e, atom by atom: -0.6839 -0.1484 -0.6231 0.0174 -0.8294 0.2245 0.2297 0.2170 0.2113 0.2093 0.2084 0.1898 0.3934 0.3853 -0.9604 0.4896 0.4639 -0.9617 0.4774 0.4899

---

# 8
2 unconnected molecules or ions with the total composition C4H13NO2 in a non-equilibrium geometry. Source: the OMol25 dataset; level of theory: ωB97M-V/def2-TZVPD.

Values from the calculation:
Energy above the lowest of the compared OMol25 structures with the same formula, charge and spin   80.8 kJ/mol
Kohn-Sham gap   9.73 eV

```
! RIJCOSX wB97M-V def2-TZVPD def2/J DEFGRID3
* xyz 0 1
C -2.362 1.945 -0.167
C -2.015 0.527 0.227
O -3.000 0.079 1.159
C -0.666 0.477 0.992
C 0.306 -0.609 0.557
N 1.286 -0.176 -0.417
H -2.337 2.580 0.701
H -3.352 2.015 -0.625
H -1.719 2.362 -0.956
H -1.942 -0.159 -0.610
H -3.805 -0.183 0.702
H -0.234 1.479 0.963
H -0.938 0.293 2.021
H 0.805 -0.986 1.445
H -0.270 -1.459 0.195
H 1.382 0.829 -0.449
H 1.290 -0.644 -1.299
O 5.273 -2.074 -1.729
H 5.388 -1.144 -1.470
H 6.055 -2.254 -2.261
*
```

List of natural (NBO) charges in e, atom by atom: -0.6293 0.0945 -0.7323 -0.4252 -0.2112 -0.8632 0.2139 0.2039 0.2074 0.1587 0.4679 0.1937 0.2297 0.1734 0.1849 0.3607 0.3726 -0.9339 0.4687 0.4650

---

Q: What is the formula in the sixth record?
A: C4H13NO